ORCA calculation (wB97M-V/def2-TZVPD) on a structure of composition C4H6NS.

```
! RIJCOSX wB97M-V def2-TZVPD def2/J DEFGRID3
* xyz 1 1
C -1.337 -0.334 -0.085
C -2.661 1.140 0.017
C 0.878 -1.541 0.061
C 1.264 -0.101 0.059
N -0.086 -0.516 -0.132
S -2.971 -0.685 0.022
H -2.497 1.723 0.987
H -2.659 1.746 -0.848
H 1.256 -2.071 -0.824
H 1.006 -1.974 0.980
H 1.342 0.471 0.936
H 1.604 0.481 -0.834
*
```

Properties
- Gap between HOMO and LUMO: 10.19 eV

***

ORCA calculation (wB97M-V/def2-TZVPD) on a cluster of 2 separate species, C4H6NS in total.

```
! RIJCOSX wB97M-V def2-TZVPD def2/J DEFGRID3
* xyz 1 1
C -0.456 -2.637 -0.098
C -1.412 0.931 0.117
C 0.120 -1.581 0.145
C 1.690 0.198 0.081
N 0.571 -0.477 0.569
S -2.674 -0.054 0.057
H -0.858 -3.571 -0.365
H -1.428 2.008 0.192
H 1.836 0.146 -1.003
H 2.559 -0.293 0.547
H 1.692 1.221 0.455
H -3.753 0.785 0.110
*
```

Properties
- Gap between HOMO and LUMO (alpha / beta): 6.84 / 7.50 eV

***

ORCA calculation (wB97M-V/def2-TZVPD) on an isolated molecule of C4H6O.

```
! RIJCOSX wB97M-V def2-TZVPD def2/J DEFGRID3
* xyz 0 1
C 2.021 0.831 -0.647
C 0.918 0.618 -0.004
C -0.328 0.480 0.313
C -1.031 -0.755 -0.174
O -1.973 -1.177 0.788
H 1.640 1.845 -0.933
H 2.957 0.316 -0.406
H -0.859 1.211 0.907
H -0.275 -1.534 -0.369
H -1.574 -0.572 -1.102
H -1.498 -1.263 1.626
*
```

Properties
- Gap between HOMO and LUMO: 9.79 eV
- SMILES: C=C=CCO

***

ORCA calculation (wB97M-V/def2-TZVPD) on an isolated molecule of C4H6O.

```
! RIJCOSX wB97M-V def2-TZVPD def2/J DEFGRID3
* xyz 0 1
C 0.920 -1.445 0.862
C 1.328 -0.559 -0.008
C 1.065 0.625 -0.494
O -0.047 1.211 0.089
C -1.296 0.704 -0.340
H 1.199 -1.334 1.905
H 0.163 -2.172 0.585
H 1.567 1.223 -1.245
H -1.201 -0.229 -0.911
H -1.758 1.467 -0.970
H -1.939 0.510 0.526
*
```

Properties
- Gap between HOMO and LUMO: 10.15 eV
- SMILES: C=C=COC

***

ORCA calculation (wB97M-V/def2-TZVPD) on a cluster of 2 separate species, C4H6O in total.

```
! RIJCOSX wB97M-V def2-TZVPD def2/J DEFGRID3
* xyz 0 1
C 0.424 -0.109 0.321
C 1.620 0.176 0.789
C -0.966 -0.474 0.780
C -0.606 -0.020 -0.596
O -0.780 -0.296 -1.926
H 2.267 0.540 0.048
H 1.895 0.009 1.914
H -1.183 -1.492 0.816
H -1.636 0.056 1.413
H -1.045 2.234 -1.172
H 0.010 -0.625 -2.386
*
```

Properties
- Gap between HOMO and LUMO (alpha / beta): 7.22 / 9.63 eV

***

ORCA calculation (wB97M-V/def2-TZVPD) on an isolated molecule of C4H6O.

```
! RIJCOSX wB97M-V def2-TZVPD def2/J DEFGRID3
* xyz 0 1
C -0.844 0.988 -1.452
C 0.061 0.940 -0.490
C 0.198 -0.212 0.443
C 0.464 -0.145 1.753
O 0.169 -1.358 -0.302
H -1.326 0.042 -1.703
H -1.037 1.900 -2.005
H 0.833 1.732 -0.386
H 0.478 -1.013 2.386
H 0.596 0.819 2.196
H 0.077 -2.167 0.223
*
```

Properties
- Gap between HOMO and LUMO: 9.67 eV
- SMILES: C=CC(=C)O

***

ORCA calculation (wB97M-V/def2-TZVPD) on a structure of composition C4H6O.

```
! RIJCOSX wB97M-V def2-TZVPD def2/J DEFGRID3
* xyz 0 1
C -1.204 -0.687 0.619
C -0.058 0.169 0.215
C 1.403 -0.047 -0.109
O 1.311 1.064 -1.059
C -0.009 1.164 -0.668
H -2.030 -0.094 1.020
H -1.568 -1.180 -0.289
H -0.949 -1.464 1.338
H 1.643 -1.001 -0.587
H 2.168 0.210 0.628
H -0.707 1.866 -1.109
*
```

Properties
- Gap between HOMO and LUMO: 9.53 eV

***

ORCA calculation (wB97M-V/def2-TZVPD) on an isolated molecule of C4H6O.

```
! RIJCOSX wB97M-V def2-TZVPD def2/J DEFGRID3
* xyz 0 1
C -1.454 -0.513 -1.106
C -0.284 -0.469 -0.470
C 0.390 0.471 0.318
C 1.279 -0.234 1.134
O 0.405 1.813 0.137
H -1.759 -1.405 -1.641
H -2.168 0.305 -1.036
H 0.360 -1.372 0.203
H 2.318 -0.307 0.828
H 1.126 -0.328 2.208
H -0.213 2.038 -0.574
*
```

Properties
- Gap between HOMO and LUMO (alpha / beta): 8.38 / 6.86 eV
- SMILES: C=CC(=C)O